# 1
A molecular structure, C31H44BrN3P2V in a non-equilibrium geometry. Source: the OMol25 dataset; level of theory: ωB97M-V/def2-TZVPD.

The geometry in XYZ format:
```
82
Properties=species:S:1:pos:R:3:forces:R:3
Br -2.586 2.759 1.446 -0.420 0.692 0.209
V 0.436 -1.224 0.964 3.392 2.278 -2.182
P -0.500 4.240 -2.634 -0.329 2.452 -2.010
P 1.426 -1.027 -1.296 0.125 -0.015 0.117
N 2.646 4.329 4.261 0.071 -2.253 -1.403
N -4.669 -6.337 4.678 -0.138 -0.181 0.058
N 2.004 0.253 1.619 1.097 0.830 -0.221
C -1.239 0.492 2.406 -0.239 -1.393 0.406
C -2.353 5.978 -1.496 0.291 -0.393 0.183
C -2.359 0.188 0.274 0.987 -0.649 0.493
C 1.205 3.810 -2.269 0.263 -0.309 0.562
C 1.907 1.531 2.104 0.207 -0.754 0.613
C 2.723 3.332 3.654 -0.121 1.597 0.784
C 2.028 5.078 -2.603 0.148 -0.246 -0.108
C -4.474 -6.268 3.361 0.707 0.804 -0.230
C -1.871 -3.536 3.076 -0.117 -0.270 -0.524
C -1.574 3.307 -4.911 -0.167 -0.189 -0.004
C 4.089 1.356 3.129 0.190 0.328 0.660
C -0.637 -1.526 -3.140 -0.276 -0.120 -0.121
C 1.260 -2.845 -0.957 -0.012 0.063 -0.784
C -0.939 -0.918 2.510 -3.017 1.763 -0.482
C -1.493 -1.810 1.467 -0.457 0.676 1.821
C -3.576 -5.359 2.786 0.243 0.166 0.520
C -1.448 2.922 -3.422 -0.160 -0.581 0.065
C -3.085 -4.574 5.006 0.034 -0.136 -0.292
C 2.063 -3.289 0.267 0.126 -0.293 -0.050
C 0.498 -0.575 -2.792 -0.194 0.421 -0.265
C 3.241 -0.312 1.664 -0.413 -0.024 0.483
C 3.952 -1.880 -2.399 0.161 -0.273 -0.155
C -1.359 4.831 -1.168 -0.157 -0.346 0.542
C 2.898 2.066 2.951 -0.357 0.143 -0.486
C -2.817 -4.500 3.614 -0.523 -1.258 0.466
C -1.621 -3.236 1.763 -0.428 -0.098 0.775
C -4.009 -5.511 5.491 0.207 0.181 -0.651
C 4.290 0.186 2.433 0.023 -0.780 -0.570
C 3.183 -0.720 -1.757 0.433 0.180 0.553
C -1.955 -1.183 0.273 -1.067 -0.405 0.687
C -2.086 1.000 1.390 1.402 -1.252 -0.497
H -2.845 0.598 -0.608 -0.072 -0.054 0.200
H -1.408 -1.508 -2.361 0.136 -0.086 -0.273
H 1.266 3.506 -1.218 0.497 -0.032 0.039
H -0.890 1.174 3.203 -0.250 -0.485 -0.492
H 0.195 -3.114 -0.840 0.240 0.108 -0.189
H -1.913 4.347 -4.994 0.103 -0.315 0.033
H 4.810 -1.500 -2.970 -0.285 -0.045 0.187
H -3.198 5.571 -2.078 0.329 0.314 0.153
H 1.769 -2.805 1.240 0.258 -0.332 -0.256
H -2.275 2.675 -5.463 0.079 -0.077 0.099
H 4.363 -2.571 -1.652 -0.193 0.125 -0.186
H -2.362 -1.853 -0.500 0.387 0.470 0.253
H 3.214 0.150 -2.431 -0.333 -0.173 0.297
H -2.744 6.400 -0.560 -0.002 -0.034 -0.305
H 3.334 -2.458 -3.097 0.131 0.124 0.061
H 1.026 2.119 1.829 0.114 -0.380 0.367
H -1.856 6.776 -2.079 -0.282 -0.467 0.297
H -4.223 -5.612 6.562 0.133 0.138 -0.459
H -0.590 5.122 -0.436 -0.266 0.103 -0.113
H 1.935 -4.367 0.430 -0.089 0.306 0.092
H 0.103 0.430 -2.550 0.163 -0.381 -0.292
H -3.452 -5.286 1.714 -0.135 -0.236 -0.031
H 5.220 -0.400 2.489 -0.468 0.545 -0.016
H -2.606 -3.910 5.718 0.147 -0.035 -0.132
H -1.106 -1.228 -4.085 0.079 -0.049 0.249
H -2.427 2.838 -2.929 0.091 0.039 -0.168
H 1.488 2.948 -2.886 0.057 0.175 -0.021
H -1.858 3.940 -0.781 -0.284 0.402 0.373
H 1.605 5.529 -3.514 0.275 -0.116 0.378
H -5.030 -6.935 2.705 -0.032 0.027 0.343
H 3.140 -3.126 0.109 -0.407 0.111 0.261
H 1.184 -0.449 -3.647 -0.136 -0.150 0.421
H -1.391 -2.926 3.827 -0.490 0.298 0.159
H -0.926 1.971 -3.269 -0.225 -0.155 -0.266
H 1.960 5.818 -1.795 -0.002 -0.167 -0.211
H 1.610 -3.335 -1.862 -0.004 -0.545 0.093
H -1.820 -3.932 0.958 -0.472 0.132 -0.049
H 3.379 -1.217 1.059 -0.117 0.301 0.647
H -0.626 -1.286 3.471 0.392 0.015 0.041
H 3.081 4.850 -2.789 -0.042 0.031 0.182
H -0.595 3.245 -5.400 -0.183 0.059 0.079
H 4.842 1.737 3.824 -0.228 -0.093 -0.323
H -0.277 -2.554 -3.259 -0.139 0.196 -0.021
H 3.688 -0.403 -0.830 0.012 0.037 -0.466
```
Forces are in eV/Å.

**Molar mass**: 651.51 g/mol
**HOMO level (alpha / beta)**: -11.1648 / -11.1635 eV
**E_tot**: -151619.553 eV
**Relative energy (zero: lowest compared OMol25 entry of this formula, charge and spin)**: 26.6 kcal/mol
**Charge**: +2
**Multiplicity**: 4
**LUMO energy (alpha / beta)**: -7.52 / -7.42 eV

---

# 2
15 unconnected molecules or ions with the total composition C31H44Cl42FN3O3 in a non-equilibrium geometry. Source: the OMol25 dataset; level of theory: ωB97M-V/def2-TZVPD.

The geometry in XYZ format:
```
124
Properties=species:S:1:pos:R:3:forces:R:3
Cl 8.701 -5.552 -1.732 -0.342 0.002 0.444
Cl -1.743 -4.363 -3.785 -0.100 -0.026 -0.063
Cl 3.549 -8.201 4.629 0.036 0.099 0.030
Cl -5.819 -8.334 -0.650 -0.020 0.078 0.046
Cl -9.056 5.088 -2.577 -0.062 0.069 0.086
Cl 1.669 7.899 7.338 0.052 0.047 -0.068
Cl 0.875 -5.659 1.409 0.005 0.066 -0.054
Cl 0.892 9.746 5.234 0.084 -0.029 0.018
Cl -7.907 -2.796 -5.644 0.070 -0.004 0.097
Cl -8.662 -1.271 -3.289 0.096 -0.061 -0.017
Cl -1.953 -7.994 -5.434 -0.003 0.167 0.181
Cl -3.568 -12.209 -6.709 0.004 0.087 -0.048
Cl 6.671 -5.118 -3.771 -0.104 0.028 0.109
Cl 2.076 -5.782 5.279 0.102 -0.008 0.001
Cl -15.265 5.357 -0.180 0.094 -0.013 0.007
Cl -2.397 -12.150 -9.369 -0.062 0.071 0.033
Cl -2.752 9.618 -0.113 0.076 -0.026 0.004
Cl -7.693 6.528 -0.454 -0.189 0.088 -0.156
Cl -6.205 -0.633 -4.705 -0.040 -0.143 0.074
Cl 0.375 -6.387 -6.091 -0.009 -0.085 0.063
Cl -8.460 -7.123 -0.729 0.071 0.009 0.068
Cl -1.975 7.773 1.993 0.179 0.386 -0.087
Cl 9.837 -5.133 -4.603 0.377 0.078 -0.499
Cl -4.300 3.151 2.036 -0.254 -0.069 -0.091
Cl -10.135 5.063 0.122 0.002 0.011 0.031
Cl 0.282 -3.976 -0.885 0.065 0.018 0.046
Cl 0.761 -2.772 1.715 0.054 -0.070 -0.008
Cl -6.109 -5.533 -1.370 -0.662 -0.523 0.545
Cl 7.485 -2.930 -2.039 0.984 -0.317 -0.515
Cl 0.712 -9.186 -5.381 0.186 0.358 0.338
Cl -4.470 -3.848 -2.919 0.604 0.383 -0.439
Cl -6.960 4.318 2.014 0.118 -0.088 0.181
Cl 2.326 7.308 4.570 0.184 0.069 0.034
Cl -3.020 -6.183 -1.928 0.244 0.045 -0.199
Cl -13.203 5.370 -2.228 0.043 -0.007 0.096
Cl -13.823 2.913 -0.806 0.052 0.100 0.034
Cl 4.170 -5.711 3.265 0.056 0.011 0.068
Cl -1.307 7.183 -0.771 0.024 0.039 0.046
Cl 11.861 -3.148 -5.241 0.007 -0.097 -0.016
Cl -4.648 5.927 1.298 -0.086 -0.062 0.007
Cl 12.490 -5.337 -3.435 -0.023 -0.009 -0.073
Cl -1.127 -10.705 -7.187 -0.390 -0.308 -0.347
F 4.374 -3.765 -0.564 0.359 0.981 -0.319
O -2.218 5.742 4.463 0.703 -0.448 0.475
O 7.550 2.227 2.144 -0.385 -0.502 0.270
O 3.376 3.754 2.934 0.298 0.298 1.014
N 5.127 3.602 1.332 -1.024 -1.024 1.810
N 6.041 0.477 2.631 -0.020 1.567 -0.470
N 6.017 2.432 -0.451 -0.349 -0.637 0.723
C 4.655 -2.404 -0.952 -0.328 0.828 1.145
C -6.747 -6.854 -0.382 -0.122 0.048 -0.060
C 11.561 -4.847 -4.858 -0.086 0.036 0.003
C 0.099 1.930 -0.145 -1.084 0.021 0.258
C 4.035 -1.414 0.135 0.944 -1.083 -1.192
C 2.112 8.586 5.771 -0.087 -0.033 -0.013
C 0.376 0.685 0.791 0.571 0.558 -0.266
C 1.762 0.838 1.550 -0.489 -0.354 -0.997
C -7.314 -1.925 -4.225 -0.045 0.081 -0.025
C 6.502 1.671 1.958 -0.040 -0.569 -0.840
C -2.664 -11.238 -7.878 0.138 -0.100 -0.022
C 5.428 2.203 0.879 1.214 -0.229 0.605
C 4.339 1.077 1.052 0.210 -2.908 -2.723
C -1.029 4.594 2.632 -0.880 -1.162 0.348
C 0.079 3.316 0.616 -0.712 -0.309 0.384
C 4.572 0.380 2.439 -0.974 3.193 1.486
C 1.182 -4.105 0.630 0.051 -0.078 0.008
C 4.327 3.662 2.273 -0.581 0.098 -2.253
C -5.244 4.617 2.313 -0.155 0.032 0.007
C -1.142 6.511 5.056 -0.333 0.159 -0.413
C -1.529 8.462 0.430 -0.056 0.009 0.131
C 7.224 -4.676 -2.151 0.082 -0.157 0.068
C -0.799 3.199 1.940 0.780 0.076 -0.156
C 2.866 1.300 0.518 -0.105 1.120 1.370
C 4.863 -0.076 0.031 -0.653 0.002 -0.397
C -1.767 4.423 4.061 0.571 0.775 -1.376
C 3.639 -6.443 4.784 -0.091 -0.027 -0.040
C -9.259 6.014 -1.087 0.147 0.050 -0.117
C -0.238 -7.716 -5.102 0.070 0.013 -0.079
C -3.272 -5.103 -3.301 0.058 -0.078 0.121
C -13.717 4.673 -0.687 -0.075 -0.038 -0.034
H -6.772 -2.627 -3.596 -0.118 0.116 -0.131
H 6.332 0.553 3.613 -0.047 -0.441 -0.544
H -0.451 0.529 1.543 0.779 0.243 -0.867
H 5.960 -0.278 0.149 -0.973 -0.015 0.077
H 0.757 1.943 -1.063 -0.459 0.001 1.117
H -0.137 -7.440 -4.057 -0.031 -0.037 -0.115
H -1.756 2.684 1.659 0.753 0.629 0.382
H 4.369 -6.204 5.551 -0.087 -0.030 -0.098
H -1.058 4.021 4.835 -0.622 0.145 -0.652
H 1.977 -0.175 1.996 0.073 1.115 -0.330
H -0.298 6.661 4.309 -0.972 -0.232 1.084
H 2.682 0.838 -0.489 0.415 0.279 1.039
H -0.587 8.991 0.545 -0.111 -0.062 -0.051
H 5.285 2.460 -1.167 0.478 -0.074 0.333
H 2.955 -1.305 -0.153 0.878 0.152 0.784
H -2.666 3.750 3.940 1.063 0.871 0.333
H 5.774 -2.246 -0.964 -1.952 -0.462 0.041
H 4.143 1.105 3.196 0.001 -0.760 -0.462
H -3.253 -10.358 -8.118 0.068 -0.107 0.027
H 4.180 -2.269 -1.955 0.588 -0.092 0.734
H 6.727 1.735 -0.672 -0.387 0.213 -0.079
H -12.972 4.920 0.063 -0.079 -0.021 -0.112
H -0.414 4.078 -0.052 0.622 -0.626 0.619
H 4.032 -0.561 2.685 1.058 0.379 -0.794
H 1.705 1.611 2.358 -0.047 -0.773 -0.553
H -0.948 1.783 -0.551 1.029 0.184 0.335
H -0.028 5.088 2.786 -1.068 -0.287 -0.308
H 0.388 -0.222 0.119 0.136 0.742 0.799
H -1.570 7.517 5.321 0.424 -1.008 -0.256
H -3.647 -5.691 -4.134 0.031 0.094 0.085
H 11.886 -5.449 -5.701 -0.016 0.078 0.110
H 3.056 9.110 5.883 -0.116 -0.066 -0.014
H -5.123 4.910 3.352 0.036 -0.031 -0.117
H -1.722 5.209 1.973 1.082 -0.660 0.908
H -0.270 2.520 2.672 -0.518 0.639 -0.708
H 4.715 0.302 -1.024 0.242 -0.353 1.079
H 2.243 -4.040 0.404 -0.119 0.001 0.019
H 4.173 -1.958 1.112 -0.331 0.744 -0.884
H -9.844 6.900 -1.313 0.027 -0.133 0.037
H 6.450 -4.952 -1.441 0.048 0.088 -0.100
H 1.097 3.694 0.898 -0.787 -0.349 -0.337
H 2.738 2.413 0.373 0.010 -1.073 0.047
H -6.651 -6.576 0.663 -0.013 -0.050 -0.122
H -0.796 5.999 5.993 -0.038 0.456 -0.793
```
Forces are in eV/Å.

**Molar mass**: 2014.74 g/mol
**HOMO level**: -9.5465 eV
**E_tot**: -572128.991 eV
**Multiplicity**: 1
**LUMO energy**: 0.08 eV

---

# 3
A molecular structure, C31H44KN7O4S in a non-equilibrium geometry. Source: the OMol25 dataset; level of theory: ωB97M-V/def2-TZVPD.

The geometry in XYZ format:
```
88
Properties=species:S:1:pos:R:3:forces:R:3
K 0.160 -0.164 -1.231 -0.349 -0.824 1.006
S -1.660 -2.612 -2.941 -0.101 -0.022 -0.064
O 2.063 -2.913 -0.418 -0.078 -0.093 -0.054
O 1.314 3.591 -3.675 0.019 0.066 -0.012
O -3.339 1.586 1.212 -0.073 -0.064 -0.063
O -1.447 0.701 1.989 -0.100 -0.186 -0.090
N 0.989 1.472 -2.828 0.257 0.512 -0.666
N -1.524 1.848 4.298 0.036 -0.010 0.114
N -1.326 -2.506 0.314 0.127 -0.138 0.025
N 2.812 -0.177 1.153 0.027 -0.014 0.013
N 1.491 -1.316 -3.356 0.119 0.040 -0.138
N 0.349 2.699 -0.349 -0.054 0.086 -0.097
N -2.847 -0.563 -0.933 -0.085 0.363 -0.012
C 4.514 -1.869 0.889 -0.022 -0.010 0.006
C -0.841 3.139 4.497 0.036 0.048 -0.009
C 2.539 -3.514 0.777 0.026 0.106 0.030
C -2.709 2.110 3.463 -0.049 0.048 0.000
C 0.570 3.429 -1.449 0.021 -0.032 0.051
C 1.603 -2.621 -3.633 -0.014 0.055 0.005
C 1.711 -2.238 -5.969 0.006 -0.016 -0.022
C -1.947 4.187 4.430 0.004 -0.008 0.012
C 0.006 3.352 0.764 -0.036 -0.038 -0.049
C -3.577 -1.470 -0.068 0.180 -0.132 0.003
C 4.037 -0.768 3.114 -0.016 -0.031 0.026
C -3.346 -0.431 -2.288 0.039 -0.119 0.021
C 1.482 -0.454 -4.374 0.020 0.043 0.043
C 1.581 -0.895 -5.700 -0.012 -0.017 0.004
C 1.416 1.037 -4.140 0.049 0.097 0.052
C 0.440 4.820 -1.447 -0.003 0.043 0.000
C 0.076 5.474 -0.289 -0.009 0.010 0.015
C -2.012 -3.868 -1.669 0.063 0.074 -0.020
C 3.758 -0.900 1.756 -0.023 0.017 -0.015
C 2.340 0.902 3.238 0.003 -0.006 0.012
C -2.552 1.440 2.108 0.125 0.067 -0.090
C -2.632 -2.241 0.890 -0.029 0.121 -0.106
C 2.134 0.707 1.881 -0.024 -0.034 0.006
C 1.726 -3.134 -4.906 0.000 -0.009 -0.018
C 3.315 0.142 3.865 0.006 0.001 0.029
C -2.833 3.646 3.309 -0.030 -0.034 0.028
C -3.245 -1.735 -3.086 0.085 0.001 0.041
C 1.000 2.790 -2.769 -0.005 -0.072 -0.034
C -1.175 -3.763 -0.395 -0.077 0.074 -0.046
C -0.144 4.721 0.856 0.029 0.002 -0.018
C 4.028 -3.318 1.011 0.002 -0.019 -0.001
H -3.133 -3.169 1.206 -0.028 0.006 0.037
H 1.558 -0.166 -6.500 -0.005 0.008 0.000
H 4.818 -1.365 3.569 0.009 -0.003 -0.015
H 1.811 -4.201 -5.065 0.004 -0.003 0.011
H -0.422 5.183 1.796 0.010 0.005 -0.001
H -3.077 -3.833 -1.446 0.005 -0.027 -0.001
H -4.034 -2.438 -2.818 -0.018 0.012 -0.022
H -4.124 -2.185 -0.684 0.002 0.020 -0.006
H 4.591 -3.930 0.299 -0.007 -0.021 0.017
H -3.868 3.973 3.376 0.000 0.002 -0.011
H 5.575 -1.846 1.148 0.016 0.038 -0.028
H 4.257 -3.706 2.008 0.021 -0.006 -0.007
H -0.165 2.734 1.641 0.038 0.001 -0.077
H 2.324 -4.588 0.767 -0.046 -0.002 -0.013
H 1.567 -3.288 -2.778 -0.008 -0.016 0.011
H -1.813 -4.840 -2.122 -0.025 -0.024 0.025
H -2.483 -1.640 1.787 0.022 0.023 -0.021
H -0.121 -3.866 -0.657 0.010 -0.007 0.006
H 1.764 1.638 3.783 -0.009 0.001 -0.020
H -2.497 4.212 5.375 0.020 0.013 0.012
H -3.372 -1.513 -4.146 -0.033 0.003 -0.001
H -0.598 -2.415 1.007 -0.018 -0.040 0.030
H -2.741 0.331 -2.785 -0.004 0.006 -0.001
H -1.572 5.190 4.228 -0.007 0.010 -0.001
H -0.031 6.552 -0.272 0.006 0.002 -0.007
H -2.790 0.350 -0.495 -0.093 -0.037 0.006
H -2.454 3.953 2.333 -0.025 -0.012 0.016
H -3.604 1.684 3.919 -0.003 0.008 0.013
H 1.791 -2.591 -6.990 0.000 0.005 -0.002
H 3.518 0.266 4.922 0.003 -0.006 -0.001
H -1.011 0.764 2.870 0.081 0.031 0.081
H -0.278 3.133 5.428 -0.005 -0.007 0.022
H 0.643 5.336 -2.374 0.001 -0.014 0.000
H -1.798 1.455 5.188 0.005 0.021 0.016
H 0.781 1.475 -4.923 0.017 -0.040 -0.042
H -4.394 -0.094 -2.342 -0.012 0.011 -0.013
H -1.450 -4.629 0.233 -0.006 -0.022 0.001
H 2.795 -2.735 -1.017 0.005 0.065 0.004
H -4.332 -0.947 0.532 -0.025 -0.029 0.018
H 4.419 -1.518 -0.139 0.030 -0.005 -0.002
H -0.134 3.296 3.677 0.010 0.016 0.069
H 1.406 1.287 1.332 -0.064 0.055 -0.014
H 2.417 1.436 -4.371 0.001 -0.008 -0.030
H 1.965 -3.070 1.595 0.037 0.021 0.023
```
Forces are in eV/Å.

**Molar mass**: 649.90 g/mol
**HOMO level**: -6.9401 eV
**E_tot**: -78643.717 eV
**Relative energy (zero: lowest compared OMol25 entry of this formula, charge and spin)**: 7.2 kcal/mol
**Multiplicity**: 1
**LUMO energy**: 0.07 eV